(1)
{
  "formula": "C8H7AgCl3GeN13",
  "method": "ωB97M-V/def2-TZVPD",
  "species": ["Ag", "Ge", "Cl", "Cl", "Cl", "N", "N", "N", "N", "N", "N", "N", "N", "N", "N", "N", "N", "N", "C", "C", "C", "C", "C", "C", "C", "C", "H", "H", "H", "H", "H", "H", "H"],
  "coordinates": [[-1.64531, -0.09827, 0.22938], [-1.89100, 2.48934, 1.28444], [-1.83594, 3.78159, 4.10435], [0.17246, 1.73103, 2.16845], [-1.07422, 4.23976, 0.20512], [0.66193, -1.91304, 0.51474], [2.24776, -1.02282, -0.75223], [2.30433, 2.64288, -2.40165], [-2.76817, -1.46716, 3.89437], [2.52396, 2.97648, -1.28916], [-2.10209, -0.16662, 2.32433], [-1.68568, -0.83216, 4.37799], [0.49807, 1.45996, -1.90765], [1.36470, 1.86638, -2.95778], [-0.17676, 0.78565, 3.60370], [0.50422, -1.78309, -3.13375], [-3.03987, -1.09090, 2.70390], [-1.19450, -1.45032, -1.77887], [2.68808, -0.95089, 0.55001], [-0.61043, -1.67356, -3.92996], [1.00761, -1.58206, -0.70308], [-1.27286, -0.03282, 3.39163], [1.70986, -1.51712, 1.31136], [-1.64952, -1.48198, -3.07351], [0.10792, -1.64432, -1.84866], [-0.13806, 1.21649, -0.97187], [1.67281, -1.63578, 2.38160], [-0.77061, 3.06726, 4.14545], [3.62962, -0.49876, 0.80549], [1.45010, -1.91506, -3.44599], [2.56219, -0.41070, -1.49268], [-2.69131, -1.34892, -3.30813], [-0.55928, -1.74050, -5.00133]],
  "lowdin_spin": [0.000, 0.000, 0.000, 0.002, 0.003, 0.000, 0.001, 0.267, 0.000, 0.609, 0.000, 0.000, 0.041, 0.069, 0.001, 0.000, 0.000, 0.000, 0.001, 0.000, 0.000, 0.000, 0.000, 0.000, 0.000, 0.006, 0.000, 0.000, 0.000, 0.000, 0.001, 0.000, 0.000],
  "mol_weight_g_mol": 572.07,
  "total_charge": -1,
  "relative_energy_ev": 8.4373,
  "spin_multiplicity": 2,
  "energy_ha": -4625.24101
}

***

(2)
{
  "formula": "C8H7BrCdClF3N2O2S",
  "method": "ωB97M-V/def2-TZVPD",
  "species": ["Cd", "Br", "Cl", "S", "F", "F", "F", "O", "O", "N", "N", "C", "C", "C", "C", "C", "C", "C", "C", "H", "H", "H", "H", "H", "H", "H"],
  "coordinates": [[-2.51573, -1.28663, -2.79917], [0.32558, 3.27022, 1.30610], [2.17409, -0.34072, -1.79786], [-1.18948, -0.64326, -0.37017], [-3.44313, 0.33926, -1.62913], [-3.43383, 0.69981, 0.50891], [-3.69620, -1.31055, -0.30128], [-1.23931, -1.96168, 0.17818], [-0.82050, -0.54851, -1.81683], [-1.40574, 0.19457, 2.97252], [0.07100, 2.32756, -2.40327], [-0.23760, 0.55758, 0.64371], [1.28598, 0.11922, 0.73879], [3.25829, -1.38765, 0.47996], [1.93002, -0.96066, -0.14298], [-3.07440, -0.14400, -0.36994], [-0.51658, 2.01122, 0.12097], [-0.90266, 0.37208, 1.96213], [-0.12073, 2.22463, -1.28218], [3.89276, -0.51724, 0.67701], [3.78095, -2.07014, -0.19504], [1.83527, 1.05954, 0.58964], [-1.59177, 2.22528, 0.19143], [1.41954, -0.19106, 1.78094], [3.07951, -1.91349, 1.42710], [1.28921, -1.84471, -0.23281]],
  "lowdin_charge": [1.729, 0.957, 0.699, 0.826, 0.024, 0.274, 0.156, -0.199, -0.448, 0.290, 0.225, -0.452, -0.161, -0.091, -0.732, -0.647, -0.667, -0.237, -0.280, 0.101, 0.093, 0.109, 0.099, 0.142, 0.102, 0.088],
  "mol_weight_g_mol": 479.99,
  "total_charge": 2,
  "relative_energy_ev": 0.0000,
  "spin_multiplicity": 1,
  "energy_ha": -4467.89430
}

***

(3)
{
  "formula": "C8H7BrO",
  "method": "ωB97M-V/def2-TZVPD",
  "species": ["Br", "O", "C", "C", "C", "C", "C", "C", "C", "C", "H", "H", "H", "H", "H", "H", "H"],
  "coordinates": [[-2.85503, -2.11155, -1.24170], [-0.79844, -1.35762, 0.26616], [-0.00632, -0.37967, 0.72458], [0.32075, 1.99653, 1.22094], [2.16045, 0.46327, 1.39114], [1.34358, -0.63262, 0.99815], [-0.51853, 0.98105, 0.76745], [-1.27960, -1.08253, -1.20173], [1.65137, 1.68619, 1.62231], [-0.71024, -0.40066, -2.12718], [1.82274, -1.51273, 0.58931], [0.29546, 0.01679, -2.06041], [-0.14220, 2.92075, 1.57964], [-1.52972, 1.18330, 0.69219], [-1.03649, -0.51858, -3.15947], [3.17058, 0.19351, 1.41949], [2.33361, 2.49501, 1.67686]],
  "lowdin_charge": [0.787, -0.126, -0.330, -0.064, -0.097, 0.009, -0.006, -0.707, -0.107, -0.018, 0.115, 0.092, 0.106, 0.091, 0.079, 0.086, 0.089],
  "smiles": "C=C(Br)Oc1ccccc1",
  "mol_weight_g_mol": 199.05,
  "total_charge": 0,
  "relative_energy_ev": 1.1963,
  "spin_multiplicity": 1,
  "energy_ha": -2958.20607
}

***

(4)
{
  "formula": "C8H7BrO3S",
  "method": "ωB97M-V/def2-TZVPD",
  "species": ["Br", "S", "O", "O", "O", "C", "C", "C", "C", "C", "C", "C", "C", "H", "H", "H", "H", "H", "H", "H"],
  "coordinates": [[-2.86637, -2.93018, -0.12870], [-0.20633, -0.32688, -2.01977], [2.48765, 0.66582, -0.66047], [0.98326, -1.13828, -2.29006], [-1.17611, -0.14861, -3.03909], [-0.91198, -0.87574, -0.58480], [0.43111, 0.41143, 1.97280], [0.63327, 0.76538, 0.76267], [1.23039, 1.33068, -0.42036], [0.33137, 1.38866, -1.64833], [-0.63597, -0.51985, 2.44360], [-1.49206, -1.61252, 0.31314], [-1.32371, -1.45524, 1.77991], [2.19085, 0.15054, -1.40347], [-0.50674, 1.88513, -1.31114], [-1.91681, -1.96519, 2.50365], [-0.67979, -0.44439, 3.45632], [1.01406, 0.89266, 2.93871], [1.66647, 2.31703, -0.00790], [0.74743, 1.60955, -2.65672]],
  "lowdin_charge": [0.697, 0.621, -0.010, -0.297, -0.291, -0.131, -0.062, 0.109, -0.410, -0.135, -0.079, -0.669, -0.127, 0.031, 0.087, 0.089, 0.065, 0.184, 0.190, 0.137],
  "mol_weight_g_mol": 263.11,
  "total_charge": 0,
  "relative_energy_ev": 5.1824,
  "spin_multiplicity": 1,
  "energy_ha": -3506.69559
}

***

(5)
{
  "formula": "C8H7FIN",
  "method": "ωB97M-V/def2-TZVPD",
  "species": ["I", "F", "N", "C", "C", "C", "C", "C", "C", "C", "C", "H", "H", "H", "H", "H", "H", "H"],
  "coordinates": [[0.46353, 3.23007, 1.96334], [-0.37598, 1.23373, -2.28240], [3.02555, -0.51055, 0.39335], [0.34166, 1.41940, 0.95321], [-0.16194, -0.69564, -0.92876], [0.46389, 0.40613, -1.61991], [-0.62304, 0.54877, 1.11758], [1.37321, 1.13901, -0.59838], [-0.77394, -0.62702, 0.23979], [2.33456, 0.28161, -0.06638], [-1.76072, -1.75088, 0.80606], [-0.94819, -2.42185, 1.12529], [1.65690, 2.21169, -0.70621], [1.16903, -0.10315, -2.39779], [-2.28394, -1.34220, 1.59640], [-1.29375, 0.76847, 1.92118], [-0.26343, -1.60087, -1.42985], [-2.34339, -2.18671, -0.08653]],
  "lowdin_charge": [0.876, 0.046, 0.189, -0.633, -0.051, -0.350, -0.170, -0.142, -0.219, -0.274, -0.003, 0.089, 0.126, 0.182, 0.031, 0.088, 0.105, 0.111],
  "smiles": "CC1=C[C@@H](F)[C@H](C#N)C(I)=C1",
  "mol_weight_g_mol": 263.05,
  "total_charge": 0,
  "relative_energy_ev": 0.9887,
  "spin_multiplicity": 1,
  "energy_ha": -761.23771
}

***

(6)
{
  "formula": "C8H7N2",
  "method": "ωB97M-V/def2-TZVPD",
  "species": ["N", "N", "C", "C", "C", "C", "C", "C", "C", "C", "H", "H", "H", "H", "H", "H", "H"],
  "coordinates": [[0.56890, -0.76997, 0.41552], [-0.71518, 0.89743, -0.67096], [-1.95747, 2.25279, 0.74757], [-0.24151, 0.15480, 0.90266], [-1.70480, 1.81958, 2.00333], [-0.80398, 0.71196, 1.99616], [-0.02182, 0.18771, -1.56212], [1.65400, -1.75349, -1.57723], [-1.50984, 1.83063, -0.36370], [0.72953, -0.78430, -0.94859], [-0.56656, 0.31242, 2.97235], [1.04817, -1.44380, 1.00104], [-2.09389, 2.21816, 2.92242], [2.69103, -1.46810, -1.38746], [1.50710, -1.78348, -2.65158], [1.50079, -2.75695, -1.17931], [-0.08447, 0.37461, -2.62008]],
  "lowdin_charge": [0.148, 0.091, 0.086, -0.005, -0.020, -0.005, 0.003, 0.002, 0.032, -0.238, 0.140, 0.196, 0.120, 0.104, 0.097, 0.099, 0.152],
  "smiles": "Cc1cn2c#cccc2[nH+]1",
  "mol_weight_g_mol": 131.16,
  "total_charge": 1,
  "relative_energy_ev": 2.9172,
  "spin_multiplicity": 1,
  "energy_ha": -418.13826
}

***

(7)
{
  "formula": "C8H7N2O3",
  "method": "ωB97M-V/def2-TZVPD",
  "species": ["O", "O", "O", "N", "N", "C", "C", "C", "C", "C", "C", "C", "C", "H", "H", "H", "H", "H", "H", "H"],
  "coordinates": [[0.19892, -3.96054, 0.67131], [-2.42836, 2.24393, 0.59979], [-1.94460, 0.28020, 1.45258], [-1.65986, 1.28104, 0.77356], [-0.29323, -2.90817, 0.15083], [-0.17552, -1.71520, -0.27330], [1.60775, 2.14039, -0.21452], [-0.21688, 0.78223, -0.85429], [1.54572, -0.15220, 0.54218], [0.40918, 1.99731, -0.88250], [-1.51450, -2.44731, -0.42785], [0.41105, -0.43240, -0.26822], [2.10859, 1.11359, 0.59392], [2.19940, -0.75528, 1.14974], [-1.81820, -2.79952, -1.41071], [-2.33756, -2.26023, 0.30262], [2.20826, 3.08910, -0.29362], [-1.13360, 0.61000, -1.45851], [3.01411, 1.13196, 1.18236], [-0.18067, 2.76110, -1.33536]],
  "lowdin_spin": [0.228, 0.212, 0.186, 0.394, 0.204, 0.047, 0.137, 0.159, 0.071, 0.070, 0.007, 0.174, 0.084, 0.004, 0.004, 0.004, 0.010, 0.003, 0.003, 0.000],
  "mol_weight_g_mol": 179.16,
  "total_charge": -1,
  "spin_multiplicity": 3,
  "energy_ha": -643.99237
}

***

(8)
{
  "formula": "C8H7N3",
  "method": "ωB97M-V/def2-TZVPD",
  "species": ["N", "N", "N", "C", "C", "C", "C", "C", "C", "C", "C", "H", "H", "H", "H", "H", "H", "H"],
  "coordinates": [[1.93951, 0.61711, -0.71405], [0.78551, -0.21010, 1.26054], [-0.21581, 3.94943, 0.42531], [2.78924, -1.31315, 0.58238], [-2.30034, 0.77806, -0.38320], [0.99770, 0.56334, 0.19640], [-1.50498, 1.02241, -1.68318], [-1.23362, 1.77524, -0.45526], [-0.68601, 2.97798, 0.01758], [2.77938, -0.42103, -0.48668], [1.84060, -0.98318, 1.53416], [1.94794, -1.55546, 2.42248], [-3.24656, 1.25025, -0.52897], [-0.75208, 0.35555, -2.13106], [3.44772, -2.03189, 0.74098], [3.52931, -0.56453, -1.30656], [-2.05888, -0.14311, 0.12902], [-2.04868, 1.63746, -2.43668]],
  "lowdin_charge": [0.108, 0.103, 0.137, -0.032, -0.073, -0.124, -0.117, -0.229, -0.223, -0.125, -0.128, 0.103, 0.101, 0.101, 0.058, 0.123, 0.102, 0.114],
  "mol_weight_g_mol": 145.17,
  "total_charge": 0,
  "relative_energy_ev": 6.3778,
  "spin_multiplicity": 1,
  "energy_ha": -473.09469
}

***

(9)
{
  "formula": "C8H7N4O2",
  "method": "ωB97M-V/def2-TZVPD",
  "species": ["O", "O", "N", "N", "N", "N", "C", "C", "C", "C", "C", "C", "C", "C", "H", "H", "H", "H", "H", "H", "H"],
  "coordinates": [[-0.77161, -2.29184, -1.73198], [1.34003, -1.67531, -2.02116], [-0.96540, -1.10002, 0.56288], [1.48749, -0.92492, 0.77927], [-2.12096, -0.59482, 0.20674], [-1.08918, -1.94818, 1.54040], [-2.39748, -2.02661, 1.85262], [2.50784, 0.82082, -0.63141], [0.13402, -0.75569, -0.10447], [-0.04698, 0.64626, -0.67154], [-3.05604, -1.17377, 0.99385], [0.27810, -1.79315, -1.51002], [2.46763, -0.25467, 0.36507], [1.27407, 1.23167, -1.03819], [3.59157, 0.96079, -0.97338], [-4.12074, -1.13209, 0.62139], [-0.69862, 0.54680, -1.48450], [-0.42272, 1.33040, 0.18713], [-2.79092, -2.67941, 2.60341], [3.40149, -0.35178, 0.94444], [1.19717, 1.97234, -1.88058]],
  "lowdin_charge": [0.038, 0.032, -0.201, 0.151, 0.086, 0.105, -0.161, -0.091, -0.315, -0.141, -0.160, -0.716, -0.257, -0.099, 0.115, 0.102, 0.095, 0.148, 0.073, 0.090, 0.107],
  "smiles": "O=C([O-])[C@]1(n2nccn2)CC=CC=N1",
  "mol_weight_g_mol": 191.17,
  "total_charge": -1,
  "relative_energy_ev": 1.9387,
  "spin_multiplicity": 1,
  "energy_ha": -678.50840
}

***

(10)
{
  "formula": "C8H7NO2S",
  "method": "ωB97M-V/def2-TZVPD",
  "species": ["S", "O", "O", "N", "C", "C", "C", "C", "C", "C", "C", "C", "H", "H", "H", "H", "H", "H", "H"],
  "coordinates": [[-2.73430, -0.91690, -2.30446], [-0.68595, -3.93917, 0.81866], [-1.85897, -2.41451, 1.83129], [-1.24487, -2.86615, 0.88886], [-1.03385, -1.95732, -0.31065], [1.23400, 1.72083, 0.13205], [0.77979, 1.02515, 1.29980], [-2.54158, -1.33995, -0.69892], [0.00169, -0.09191, 1.14658], [0.98198, 1.09250, -1.14843], [-0.25180, -0.70308, -0.05542], [0.25555, -0.04168, -1.27165], [-0.28467, -0.60338, 2.05741], [1.29035, 1.55377, -2.07870], [-0.78604, -2.44411, -1.23073], [-3.15624, -1.18549, 0.12133], [1.95487, 2.51996, 0.20003], [0.94314, 1.54713, 2.16083], [-0.12793, -0.24870, -2.23305]],
  "lowdin_charge": [0.704, 0.100, 0.077, -0.371, -0.183, -0.026, -0.058, -0.451, -0.052, -0.083, -0.179, -0.060, 0.111, 0.102, 0.119, 0.028, 0.092, 0.072, 0.057],
  "smiles": "O=[N+]([O-])[C@@H](C=S)c1ccccc1",
  "mol_weight_g_mol": 181.22,
  "total_charge": 0,
  "relative_energy_ev": 3.3064,
  "spin_multiplicity": 1,
  "energy_ha": -912.29976
}